Entry 1:
DFT (wB97M-V/def2-TZVPD) results for C3H4N2OS2 in the gas phase.

Each line ends with the Löwdin charge.
Positions of all 12 atoms, in Å:
C1 0.73 0.20 -1.05  -0.53
C2 -0.83 -1.22 2.26  -0.50
C3 0.38 1.43 -1.69  -0.62
H1 2.14 -0.69 0.12  0.13
H2 -1.47 0.11 -0.50  0.08
H3 -1.13 -1.85 3.09  0.07
H4 1.26 1.80 -2.41  0.11
N1 1.92 0.09 -0.72  0.14
N2 -0.52 -0.38 -0.29  -0.36
O1 -1.05 0.02 2.35  -0.09
S1 -0.44 -1.85 0.61  0.88
S2 -0.99 2.34 -1.75  0.70

## Properties
spin multiplicity = 1
Kohn-Sham gap = 8.00 eV
maximum force = 6.26 eV Å⁻¹
highest occupied orbital energy = -0.341 Eh

=====

Entry 2:
DFT (wB97M-V/def2-TZVPD) results for a molecular structure, C26H23Cl2F6N4O13P2S2Ti.

Each line ends with the Löwdin charge.
Positions of all 79 atoms, in Å:
Ti1 -0.39 0.65 0.46  1.18
C1 3.94 1.53 -0.23  -0.02
O1 3.64 0.15 -0.65  0.06
C2 2.36 0.00 -0.49  -0.35
N1 1.65 1.02 -0.13  0.08
C3 2.55 2.20 -0.16  -0.23
C4 2.29 3.05 -1.39  -0.20
C5 2.38 4.43 -1.30  -0.03
C6 2.28 5.21 -2.44  -0.05
C7 2.09 4.62 -3.68  -0.07
C8 2.00 3.24 -3.78  -0.08
C9 2.09 2.46 -2.63  -0.04
C10 1.67 -1.25 -0.86  -0.14
C11 2.20 -2.35 -1.50  0.07
C12 1.31 -3.35 -1.89  0.02
C13 -0.05 -3.22 -1.64  0.07
C14 -0.47 -2.08 -0.98  -0.14
N2 0.38 -1.13 -0.60  0.10
C15 -1.84 -1.72 -0.59  -0.33
N3 -2.08 -0.60 0.00  0.10
C16 -3.50 -0.71 0.50  -0.17
C17 -4.03 -1.85 -0.37  -0.01
O2 -2.83 -2.55 -0.81  0.09
C18 -4.31 0.56 0.53  -0.18
C19 -5.29 0.86 -0.41  -0.04
C20 -6.03 2.03 -0.31  -0.06
C21 -5.82 2.91 0.73  -0.06
C22 -4.85 2.61 1.69  -0.08
C23 -4.11 1.44 1.59  -0.04
H1 4.57 1.96 -1.00  0.15
H2 4.46 1.48 0.72  0.10
H3 2.41 2.79 0.74  0.09
H4 2.50 4.90 -0.33  0.11
H5 2.34 6.29 -2.36  0.11
H6 2.02 5.23 -4.57  0.11
H7 1.85 2.77 -4.74  0.11
H8 2.00 1.38 -2.73  0.12
H9 3.26 -2.41 -1.70  0.14
H10 1.69 -4.23 -2.40  0.13
H11 -0.76 -3.97 -1.94  0.14
H12 -3.39 -1.07 1.53  0.14
H13 -4.53 -1.51 -1.27  0.13
H14 -4.65 -2.55 0.17  0.15
H15 -5.47 0.21 -1.26  0.11
H16 -6.78 2.25 -1.06  0.12
H17 -6.41 3.81 0.82  0.11
H18 -4.72 3.26 2.55  0.11
H19 -3.39 1.21 2.35  0.09
O3 -1.84 4.35 2.08  -0.04
P1 -0.90 3.64 1.05  0.31
O4 0.46 4.15 1.02  -0.19
O5 -0.96 2.08 1.40  -0.33
O6 -1.74 3.71 -0.31  -0.20
P2 -1.82 2.66 -1.54  0.31
O7 -1.06 3.39 -2.71  -0.06
O8 -3.17 2.23 -1.84  -0.19
O9 -0.79 1.56 -1.09  -0.33
H20 -2.78 4.14 1.98  0.07
H21 -1.66 3.64 -3.43  0.11
Cl1 2.85 1.53 3.03  0.64
C24 3.63 0.08 3.68  -0.94
Cl2 3.98 -1.09 2.38  0.58
H22 2.94 -0.39 4.37  0.00
H23 4.56 0.36 4.15  0.04
F1 -2.84 -0.73 3.89  0.15
C25 -1.75 -0.20 4.44  -0.67
F2 -1.71 -0.52 5.72  0.19
F3 -1.78 1.12 4.31  0.16
S1 -0.24 -0.86 3.63  0.67
O10 -0.39 -0.44 2.20  -0.40
O11 0.83 -0.25 4.33  -0.27
N4 -0.32 -2.37 3.85  -0.26
S2 -0.80 -3.55 2.90  0.64
O12 -1.48 -4.54 3.65  -0.22
O13 -1.35 -3.07 1.66  -0.27
C26 0.86 -4.29 2.46  -0.66
F4 1.27 -3.80 1.28  0.12
F5 1.78 -4.01 3.37  0.15
F6 0.73 -5.61 2.35  0.16

## Properties
net charge = +1
spin multiplicity = 1
Kohn-Sham gap = 7.02 eV
maximum force = 0.81 eV Å⁻¹
highest occupied orbital energy = -0.432 Eh

=====

Entry 3:
DFT (wB97M-V/def2-TZVPD) results for a molecular structure, C36H27AsBr4F12NiO3PSb.

Each line ends with the Mulliken spin population.
Positions of all 86 atoms, in Å:
Ni1 -2.32 0.41 1.31  1.75
Br1 -7.72 2.07 -2.59  0.02
C1 -6.61 1.53 -1.17  0.11
C2 -7.22 1.33 0.13  0.04
Br2 -9.08 1.63 0.40  0.01
C3 -6.44 0.98 1.19  0.06
Br3 -7.10 0.68 2.97  0.00
C4 -4.99 0.92 1.08  0.17
O1 -4.28 0.73 2.05  0.24
C5 -4.40 1.17 -0.23  0.14
O2 -3.19 0.98 -0.38  0.32
C6 -5.27 1.52 -1.32  -0.02
Br4 -4.46 1.76 -2.94  0.00
C7 1.05 -0.30 1.24  0.00
C8 2.40 0.05 0.57  0.00
As1 2.92 -1.37 -0.78  0.00
C9 4.11 -0.26 -1.96  0.00
C10 4.49 1.01 -1.56  0.00
C11 5.35 1.79 -2.30  0.00
C12 5.87 1.28 -3.45  0.00
C13 5.57 -0.04 -3.87  0.00
C14 4.66 -0.79 -3.11  0.00
C15 4.16 -2.30 0.29  0.00
C16 3.64 -3.28 1.10  0.00
C17 4.45 -4.04 2.00  0.00
C18 5.79 -3.66 2.06  0.00
C19 6.37 -2.69 1.26  0.00
C20 5.51 -2.03 0.37  0.00
P1 -0.47 -0.20 0.11  0.02
C21 -0.04 1.01 -1.21  0.01
C22 0.76 0.73 -2.38  0.00
C23 0.94 1.66 -3.40  0.00
C24 0.38 2.96 -3.21  0.00
C25 -0.34 3.26 -2.06  0.00
C26 -0.59 2.24 -1.10  -0.01
C27 -0.53 -1.80 -0.83  0.01
C28 -0.15 -2.95 -0.19  0.01
C29 -0.25 -4.19 -0.84  -0.01
C30 -0.69 -4.22 -2.18  0.01
C31 -0.94 -3.01 -2.83  0.00
C32 -0.92 -1.79 -2.12  0.01
H1 0.78 0.36 2.04  0.01
H2 1.14 -1.36 1.61  -0.01
H3 3.13 0.07 1.41  0.00
H4 2.29 1.00 0.06  0.00
H5 4.10 1.36 -0.63  0.00
H6 5.52 2.82 -2.02  0.00
H7 6.56 1.85 -4.11  0.00
H8 5.96 -0.42 -4.81  0.00
H9 4.33 -1.78 -3.34  0.00
H10 2.60 -3.46 1.14  0.00
H11 4.10 -4.87 2.58  0.00
H12 6.40 -4.26 2.74  0.00
H13 7.41 -2.36 1.42  0.00
H14 6.03 -1.24 -0.27  0.00
H15 1.22 -0.23 -2.52  0.00
H16 1.39 1.26 -4.31  0.00
H17 0.54 3.71 -3.97  0.00
H18 -0.83 4.26 -1.92  0.00
H19 -1.04 2.47 -0.16  0.01
H20 0.11 -2.96 0.86  0.00
H21 0.10 -5.07 -0.40  0.00
H22 -0.78 -5.22 -2.66  0.00
H23 -1.24 -3.02 -3.88  0.00
H24 -1.28 -0.91 -2.64  0.00
C33 -2.58 3.63 2.04  0.00
C34 -1.40 2.91 2.74  0.00
O3 -1.19 1.65 2.16  0.09
C35 -0.11 3.74 2.50  0.00
F1 -0.16 4.26 1.27  0.00
F2 0.98 3.00 2.56  0.00
F3 -0.03 4.72 3.43  0.00
C36 -1.75 2.84 4.27  0.00
F4 -2.29 3.97 4.77  0.00
F5 -0.77 2.52 5.07  0.00
F6 -2.75 1.93 4.50  0.00
H25 -2.55 3.55 0.94  0.00
H26 -2.62 4.68 2.34  0.00
H27 -3.57 3.16 2.29  0.00
F7 -2.91 -1.62 1.24  0.00
Sb1 -4.05 -3.07 1.87  0.00
F8 -3.97 -3.97 0.17  0.00
F9 -5.54 -2.13 1.10  0.00
F10 -5.11 -4.45 2.49  0.00
F11 -4.12 -2.22 3.52  0.00
F12 -2.46 -3.87 2.43  0.00

## Properties
net charge = -1
spin multiplicity = 4
Kohn-Sham gap (spin up / spin down) = 7.58 / 6.99 eV
maximum force = 3.06 eV Å⁻¹
highest occupied orbital energy (spin up / spin down) = -0.204 / -0.237 Eh
⟨S²⟩ = 3.7714

=====

Entry 4:
DFT (wB97M-V/def2-TZVPD) results for 23 unconnected molecules or ions with the total composition C8H52O26S.

Each line ends with the Löwdin charge.
Positions of all 87 atoms, in Å:
O1 -4.39 0.87 -3.09  0.05
C1 -3.20 0.54 -2.93  -0.25
C2 -2.77 -0.91 -2.36  -0.14
O2 -2.15 -0.81 -1.06  -0.35
S1 -1.27 -2.16 -0.68  0.98
O3 -0.59 -1.87 0.60  -0.43
O4 -0.04 -2.42 -1.77  -0.25
C3 -2.02 1.47 -3.28  -0.12
C4 -2.09 2.18 -4.55  -0.02
C5 -0.94 3.04 -4.91  -0.05
C6 0.24 3.17 -4.04  -0.05
C7 0.31 2.47 -2.75  -0.05
C8 -0.82 1.60 -2.36  0.00
H1 -3.68 -1.55 -2.27  0.11
H2 -1.99 -1.29 -3.08  0.11
H3 0.57 -1.66 -1.84  0.08
H4 -2.96 2.10 -5.25  0.11
H5 -1.00 3.60 -5.88  0.10
H6 1.12 3.82 -4.35  0.09
H7 1.18 2.57 -2.04  0.11
H8 -0.71 1.08 -1.38  0.10
O5 2.51 -1.09 0.30  -0.05
H9 2.54 -0.59 1.12  0.05
H10 1.64 -1.51 0.31  0.00
O6 2.82 5.54 -3.98  -0.06
H11 2.92 6.25 -3.33  0.01
H12 3.73 5.31 -4.21  0.04
O7 -0.11 -1.77 3.60  -0.05
H13 -1.02 -1.47 3.73  0.06
H14 -0.07 -1.98 2.66  0.00
O8 4.01 6.90 -1.28  -0.05
H15 4.11 7.61 -0.64  0.04
H16 4.92 6.66 -1.50  0.05
O9 2.54 6.77 1.55  -0.05
H17 1.64 7.09 1.68  0.06
H18 2.58 6.56 0.61  0.02
O10 -5.32 3.74 -4.87  -0.06
H19 -5.69 3.57 -5.74  0.04
H20 -5.18 2.85 -4.50  0.00
O11 -0.91 -4.74 3.17  -0.05
H21 -1.25 -4.50 2.30  0.04
H22 -0.32 -4.00 3.40  0.02
O12 0.33 -0.51 -4.55  -0.06
H23 0.09 0.39 -4.80  0.01
H24 1.17 -0.67 -4.99  0.06
O13 -5.17 1.14 -0.08  -0.05
H25 -6.07 1.48 0.04  0.05
H26 -5.13 0.93 -1.02  0.00
O14 1.42 -0.18 6.06  -0.06
H27 1.04 -0.37 5.19  0.01
H28 1.59 -1.05 6.43  0.00
O15 -0.51 0.18 -6.92  -0.08
H29 -0.88 0.01 -7.80  0.05
H30 -0.37 -0.70 -6.55  0.00
O16 -3.98 -3.82 -0.11  -0.08
H31 -4.49 -3.00 -0.08  0.03
H32 -4.45 -4.40 0.51  0.04
O17 -3.96 3.69 1.11  -0.07
H33 -3.96 2.74 0.95  0.00
H34 -4.16 4.07 0.24  0.03
O18 3.20 -1.52 8.38  -0.05
H35 2.94 -0.63 8.12  0.05
H36 4.05 -1.66 7.93  0.05
O19 -5.98 -1.58 -2.27  -0.06
H37 -5.88 -0.81 -2.85  0.02
H38 -6.91 -1.82 -2.35  0.05
O20 4.75 -3.95 7.82  -0.06
H39 4.95 -4.90 7.77  0.00
H40 3.78 -3.92 7.84  0.02
O21 1.02 -3.17 7.54  -0.07
H41 1.57 -2.52 8.00  -0.01
H42 0.12 -2.98 7.85  0.04
O22 0.59 -7.40 2.56  -0.07
H43 0.09 -6.57 2.58  -0.01
H44 0.12 -7.98 3.17  0.03
O23 5.72 -6.85 7.70  -0.05
H45 5.35 -7.04 6.83  0.05
H46 5.89 -7.72 8.08  0.05
O24 5.34 6.10 1.50  -0.06
H47 5.52 5.16 1.45  0.04
H48 4.38 6.16 1.50  -0.02
O25 5.41 -0.48 -0.12  -0.07
H49 5.55 -0.30 0.82  0.03
H50 4.45 -0.60 -0.20  -0.01
O26 -2.19 -2.02 -6.40  -0.05
H51 -2.15 -1.54 -5.57  0.02
H52 -3.07 -2.42 -6.40  0.05

## Properties
spin multiplicity = 1
Kohn-Sham gap = 8.86 eV
maximum force = 3.08 eV Å⁻¹
highest occupied orbital energy = -0.356 Eh

=====

Copy entry 1 word for word.
DFT (wB97M-V/def2-TZVPD) results for C3H4N2OS2 in the gas phase.

Each line ends with the Löwdin charge.
Positions of all 12 atoms, in Å:
C1 0.73 0.20 -1.05  -0.53
C2 -0.83 -1.22 2.26  -0.50
C3 0.38 1.43 -1.69  -0.62
H1 2.14 -0.69 0.12  0.13
H2 -1.47 0.11 -0.50  0.08
H3 -1.13 -1.85 3.09  0.07
H4 1.26 1.80 -2.41  0.11
N1 1.92 0.09 -0.72  0.14
N2 -0.52 -0.38 -0.29  -0.36
O1 -1.05 0.02 2.35  -0.09
S1 -0.44 -1.85 0.61  0.88
S2 -0.99 2.34 -1.75  0.70

## Properties
spin multiplicity = 1
Kohn-Sham gap = 8.00 eV
maximum force = 6.26 eV Å⁻¹
highest occupied orbital energy = -0.341 Eh

=====

What is the formula in the third record?
C36H27AsBr4F12NiO3PSb